Below is a cluster of 6 separate species, C32H63INO13 in total, with properties calculated with the ωB97M-V functional and the def2-TZVPD basis.

The geometry in XYZ format:
```
110
Properties=species:S:1:pos:R:3:forces:R:3:lowdin_charge:R:1
C 0.4514 7.7012 -0.6220 0.05 0.08 0.43 -0.05
C 0.9553 6.3664 -1.2645 -0.88 0.84 0.35 -0.37
O 0.7131 6.5208 -2.6657 0.19 0.02 0.24 -0.05
C 0.1618 5.1134 -0.7186 0.73 1.26 -0.78 -0.14
O 1.0449 4.0433 -0.4043 -0.32 -0.05 0.68 -0.19
C 1.2837 3.9192 0.9782 -0.30 0.42 1.26 -0.75
I 2.7974 2.3269 1.1425 -0.27 0.18 -0.25 0.95
C 1.9347 5.1780 1.6345 0.42 -0.49 -0.26 -0.14
C 1.9436 5.1932 3.2018 2.18 1.59 -0.32 -0.47
C 3.4521 5.3778 3.6318 -0.54 -0.65 0.28 -0.04
C 1.2090 6.4833 3.6852 -0.13 0.04 -0.29 -0.03
N 1.4939 3.9436 3.8374 -1.99 1.75 0.35 -0.15
O 1.4664 4.0542 5.1211 0.79 -0.56 -0.14 0.00
C 0.2007 3.4292 3.3413 -1.22 -2.38 -0.16 -0.46
C -1.0544 4.0857 4.0051 -0.10 -0.37 -0.56 -0.02
C 0.1378 1.9171 3.7858 0.30 0.38 0.71 -0.05
C 0.0364 3.4451 1.7821 0.27 -0.12 -0.21 -0.13
H 1.2400 8.1953 -0.0197 -0.31 -0.32 -0.34 0.08
H 0.1272 8.4324 -1.3794 0.20 -0.47 0.12 0.08
H -0.4017 7.5479 0.0677 0.34 0.00 -0.39 0.07
H 2.0379 6.2956 -1.0542 -0.41 -0.41 -0.17 0.14
H 0.9826 5.7113 -3.1015 0.14 -0.20 -0.19 0.09
H -0.4435 5.4766 0.1270 0.14 -0.63 -0.23 0.11
H -0.4802 4.7819 -1.5533 0.07 0.04 0.53 0.14
H 1.4899 6.1376 1.3034 -0.16 -0.71 0.01 0.10
H 2.9833 5.2079 1.2774 -0.59 0.06 0.12 0.09
H 3.9760 6.0908 2.9717 -0.29 -0.35 0.29 0.09
H 3.5166 5.7245 4.6763 -0.04 -0.14 -0.42 0.08
H 3.9082 4.3698 3.5811 0.10 0.64 -0.10 0.07
H 0.2639 6.6462 3.1290 0.35 -0.11 0.48 0.07
H 1.8654 7.3437 3.4398 -0.32 -0.46 0.05 0.09
H 1.0462 6.5106 4.7761 -0.01 -0.25 -0.52 0.09
H -1.9295 3.5604 3.5649 0.46 0.24 0.22 0.09
H -1.0842 3.8842 5.0888 0.21 0.41 -0.48 0.09
H -1.1778 5.1519 3.7567 0.17 -0.34 0.31 0.07
H -0.0293 1.8879 4.8809 0.06 -0.04 -0.55 0.08
H -0.6946 1.3893 3.2896 0.43 0.30 0.17 0.07
H 1.1101 1.4168 3.6140 -0.58 0.20 -0.20 0.05
H -0.8791 4.0341 1.5628 0.75 0.00 -0.16 0.12
H -0.2068 2.4210 1.4440 0.07 0.55 0.14 0.09
O -2.6993 1.3114 1.8369 -0.11 0.06 0.16 0.08
C -2.7487 0.2977 1.1892 0.33 0.02 -0.17 -0.54
O -3.2495 -0.8103 1.7398 -0.43 0.04 0.34 0.01
C -3.4890 -2.0216 1.0090 0.18 -0.43 -0.09 -0.22
C -2.2213 -2.8394 0.8775 0.02 0.22 -0.03 -0.07
C -2.1800 0.2439 -0.2035 -0.37 -0.02 -0.49 0.02
H -3.9566 -1.8063 0.0458 0.07 0.06 0.01 0.11
H -4.2215 -2.5837 1.5875 -0.06 0.26 0.09 0.13
H -1.4476 -2.3040 0.3297 -0.02 -0.10 -0.06 0.05
H -2.4212 -3.7772 0.3586 0.01 0.02 0.00 0.09
H -1.8100 -3.0612 1.8632 -0.07 -0.04 -0.01 0.08
H -1.0961 0.1420 -0.1386 -0.02 0.01 0.01 0.10
H -2.4233 1.1769 -0.7105 0.18 0.09 0.16 0.09
H -2.5812 -0.5603 -0.8166 0.15 -0.10 0.07 0.06
O 0.3991 -4.0349 -0.1019 -0.02 0.15 0.00 0.08
C 1.0060 -4.4639 0.8454 0.31 -0.20 -0.20 -0.52
O 1.0669 -3.7353 1.9641 -0.38 0.33 0.17 0.00
C 1.6290 -4.2056 3.1961 0.31 -0.08 0.15 -0.23
C 3.1365 -4.0572 3.2081 0.09 0.00 -0.18 -0.06
C 1.7575 -5.7646 0.7592 -0.23 -0.45 0.29 0.02
H 1.3035 -5.2267 3.4035 0.04 -0.01 -0.10 0.12
H 1.1986 -3.5784 3.9761 -0.13 0.07 -0.18 0.12
H 3.6076 -4.6466 2.4208 -0.01 -0.07 0.07 0.07
H 3.5450 -4.3761 4.1676 -0.03 0.02 0.00 0.08
H 3.4149 -3.0171 3.0336 -0.05 0.00 0.10 0.09
H 2.7017 -5.5932 0.2420 -0.02 0.00 0.00 0.10
H 1.1577 -6.4707 0.1871 0.07 0.14 -0.17 0.10
H 1.9539 -6.2292 1.7224 0.15 0.09 -0.01 0.07
O 0.8980 -4.9440 -6.5703 0.01 -0.19 0.13 0.10
C 0.8635 -4.1157 -5.7009 -0.13 0.27 -0.32 -0.56
O 0.4615 -4.4571 -4.4706 0.10 -0.43 0.23 0.01
C 0.5348 -3.5801 -3.3368 -0.19 0.15 0.16 -0.23
C -0.6512 -2.6398 -3.2924 -0.08 0.11 -0.16 -0.05
C 1.1984 -2.6775 -5.9967 0.54 0.27 0.25 0.01
H 1.4914 -3.0532 -3.3154 -0.06 0.06 -0.10 0.10
H 0.5143 -4.2215 -2.4580 0.02 -0.10 -0.14 0.10
H -0.6896 -1.9936 -4.1711 0.07 0.05 0.05 0.07
H -0.6057 -2.0100 -2.4027 0.02 -0.06 0.02 0.07
H -1.5825 -3.2081 -3.2772 0.06 -0.04 0.10 0.09
H 0.3390 -2.2045 -6.4710 0.03 -0.02 -0.01 0.10
H 2.0443 -2.6561 -6.6825 -0.18 -0.08 -0.17 0.09
H 1.4907 -2.0999 -5.1221 -0.18 0.05 0.00 0.07
O -8.3332 -3.5467 1.1823 0.22 -0.04 -0.05 0.11
C -8.3399 -2.4020 0.8235 -0.40 -0.06 0.28 -0.54
O -7.1863 -1.8183 0.4643 0.58 -0.13 -0.32 -0.01
C -7.0937 -0.5160 -0.1238 -0.12 0.27 0.22 -0.23
C -7.1305 0.5650 0.9372 -0.05 0.01 0.15 -0.06
C -9.6085 -1.5918 0.8451 -0.23 0.20 -0.53 0.01
H -7.8570 -0.3797 -0.8923 -0.06 -0.04 0.07 0.12
H -6.1305 -0.4829 -0.6339 -0.01 -0.23 0.03 0.11
H -8.0672 0.5511 1.4953 -0.03 0.04 -0.10 0.07
H -7.0139 1.5508 0.4851 0.02 -0.02 0.01 0.08
H -6.3287 0.4111 1.6615 0.06 0.02 -0.10 0.08
H -9.8010 -1.2647 1.8665 0.00 -0.02 -0.02 0.10
H -10.4269 -2.2274 0.5116 0.05 -0.10 0.22 0.09
H -9.5957 -0.7265 0.1861 0.06 0.09 0.14 0.07
O 7.7781 -3.9954 -2.4318 -0.13 -0.02 0.17 0.11
C 6.9205 -3.9503 -3.2697 0.42 -0.09 -0.23 -0.54
O 5.6497 -4.2077 -2.9259 -0.38 0.07 0.46 0.00
C 4.5340 -4.0344 -3.8054 -0.03 -0.16 -0.26 -0.23
C 4.3568 -5.2269 -4.7223 0.10 -0.07 -0.07 -0.05
C 7.2614 -3.6848 -4.7119 -0.20 0.51 -0.26 0.01
H 4.6160 -3.0915 -4.3511 0.08 -0.04 -0.03 0.12
H 3.6601 -3.9441 -3.1598 0.15 0.00 0.15 0.11
H 5.2234 -5.3740 -5.3677 -0.04 0.09 -0.05 0.07
H 3.4761 -5.0997 -5.3539 0.00 -0.05 0.02 0.07
H 4.2417 -6.1400 -4.1370 -0.10 0.06 0.03 0.09
H 7.6396 -4.6032 -5.1602 0.00 0.02 0.02 0.10
H 8.0379 -2.9226 -4.7460 0.13 -0.19 0.09 0.09
H 6.4294 -3.3109 -5.3048 -0.03 -0.17 -0.04 0.07
```
Positions in Å, forces in eV/Å.

Results
* maximum force: 2.717 eV/A
* spin multiplicity: 2
* orbital gap (spin up / spin down): 8.6592 / 9.4753 eV